(1)
{
  "formula": "C5H10O2",
  "method": "ωB97M-V/def2-TZVPD",
  "relative_energy_ev": 1.6097,
  "lumo_energy_ev": 0.865,
  "e_tot_ha": -346.96628,
  "max_force_ev_per_a": 0.29,
  "homo_energy_ha": -0.3286,
  "smiles": "C=C1CCCO1.O",
  "species": ["O", "O", "C", "C", "C", "C", "C", "H", "H", "H", "H", "H", "H", "H", "H", "H", "H"],
  "xyz": [[-2.703, 1.444, 0.145], [-0.645, -0.897, 0.212], [-0.261, 0.775, 1.823], [0.112, 0.122, 0.724], [1.342, 0.330, -0.132], [0.095, -1.578, -0.806], [1.062, -0.536, -1.365], [-0.618, -1.965, -1.537], [1.964, -0.990, -1.783], [0.630, -2.421, -0.349], [0.574, 0.050, -2.150], [-1.150, 0.479, 2.369], [2.226, -0.022, 0.411], [-1.780, 1.705, 0.257], [0.315, 1.614, 2.193], [-2.662, 0.504, 0.359], [1.500, 1.386, -0.370]],
  "atomic_forces_ev_per_a": [[0.0, -0.1, -0.1], [0.0, 0.0, 0.1], [0.1, -0.1, 0.0], [0.1, 0.2, 0.2], [0.1, 0.1, 0.0], [0.1, -0.1, -0.2], [0.0, 0.0, -0.1], [0.1, 0.1, 0.1], [-0.1, 0.1, 0.0], [-0.1, 0.1, -0.1], [0.0, -0.1, 0.1], [0.1, 0.1, -0.1], [-0.1, 0.0, -0.1], [-0.1, 0.1, 0.1], [0.0, -0.1, -0.1], [-0.1, 0.1, -0.1], [0.0, -0.2, 0.1]],
  "mulliken_charge": [-0.645, -0.396, -0.875, 0.386, -0.491, -0.448, -0.501, 0.303, 0.306, 0.259, 0.265, 0.304, 0.281, 0.376, 0.273, 0.334, 0.269]
}

***

(2)
{
  "formula": "C4H4O2",
  "method": "ωB97M-V/def2-TZVPD",
  "relative_energy_ev": 5.4841,
  "lumo_energy_ev": 0.101,
  "e_tot_ha": -305.07792,
  "max_force_ev_per_a": 0.66,
  "homo_energy_ha": -0.3510,
  "species": ["O", "O", "C", "C", "C", "C", "H", "H", "H", "H"],
  "xyz": [[-0.768, -0.321, 0.441], [-0.627, 2.060, -0.588], [0.451, -2.094, 1.735], [-0.232, 0.958, -1.339], [-0.227, -1.311, 1.133], [-0.463, -0.425, -0.886], [-0.741, 1.763, 0.327], [1.086, -2.786, 2.235], [0.884, 0.804, -1.333], [-0.485, 1.094, -2.391]],
  "atomic_forces_ev_per_a": [[0.4, -0.2, -0.1], [-0.1, 0.0, 0.2], [-0.3, 0.3, -0.2], [-0.1, -0.2, -0.3], [0.3, -0.4, 0.4], [0.1, 0.4, 0.1], [0.0, 0.2, -0.1], [-0.2, 0.0, 0.1], [-0.1, 0.1, -0.1], [0.0, 0.0, 0.1]],
  "mulliken_charge": [-0.273, -0.512, -0.046, 0.031, -0.016, -0.514, 0.353, 0.382, 0.225, 0.369]
}

***

(3)
{
  "formula": "C23H31N3O5",
  "method": "ωB97M-V/def2-TZVPD",
  "relative_energy_ev": 25.6322,
  "lumo_energy_ev": 0.152,
  "e_tot_ha": -1434.65923,
  "max_force_ev_per_a": 19.01,
  "homo_energy_ha": -0.2894,
  "smiles": "CCOC(CCNC(=O)c1cn(CCOC)c(=O)c2c1c1ccccc1n2C)OCC",
  "species": ["O", "O", "O", "O", "O", "N", "N", "N", "C", "C", "C", "C", "C", "C", "C", "C", "C", "C", "C", "C", "C", "C", "C", "C", "C", "C", "C", "C", "C", "C", "C", "H", "H", "H", "H", "H", "H", "H", "H", "H", "H", "H", "H", "H", "H", "H", "H", "H", "H", "H", "H", "H", "H", "H", "H", "H", "H", "H", "H", "H", "H", "H"],
  "xyz": [[3.635, -2.089, 0.691], [-3.657, 2.726, 0.623], [-3.961, -1.859, 0.775], [0.885, -0.908, -2.787], [1.523, -1.131, 0.321], [-0.656, 3.475, 0.034], [-0.245, -2.175, -1.572], [-3.118, 0.754, -0.538], [-4.410, -0.791, 0.934], [-2.117, -0.048, -1.321], [-0.495, 1.424, -0.806], [-1.333, 2.353, -0.277], [-4.560, 0.392, -0.318], [1.616, 4.102, 0.039], [-1.268, 4.463, 0.648], [2.403, -1.965, -0.098], [-2.759, 1.930, -0.210], [0.838, 2.190, -1.201], [-4.664, -2.915, -0.170], [3.148, 2.398, -1.238], [2.975, 3.946, -0.583], [-0.478, -1.473, 2.155], [-0.063, -0.965, -1.860], [4.337, 0.095, 1.344], [4.693, -1.260, 0.585], [1.058, -1.206, 1.883], [2.188, 1.721, -1.460], [0.679, 3.211, -0.211], [0.756, -3.134, -1.511], [-0.937, 0.060, -1.355], [1.673, -3.464, -0.434], [1.513, -2.959, -2.545], [-5.405, -1.045, 1.087], [-0.810, -2.145, -0.685], [-1.166, 5.329, 0.177], [1.584, 5.277, 0.481], [5.230, 0.652, 1.060], [-4.885, -2.470, -1.291], [-5.164, 1.215, -0.111], [4.125, 2.372, -1.341], [0.280, -4.260, -1.570], [-0.955, -0.553, 1.331], [5.312, -1.745, 1.108], [-0.748, -2.292, 1.512], [-5.564, -3.242, 0.325], [1.280, -0.093, 2.243], [-4.817, -0.109, -1.421], [1.625, -1.739, 2.300], [-2.629, -1.031, -1.651], [1.124, -3.465, 0.777], [-0.613, -1.341, 3.032], [-0.754, 4.513, 1.709], [-2.261, 4.329, 0.970], [4.232, -0.058, 2.610], [2.626, -1.561, -1.108], [3.801, 4.459, -0.575], [4.783, -1.000, -0.457], [-3.893, -0.367, 1.666], [3.486, 0.587, 0.891], [2.542, -4.101, -0.360], [-3.803, -3.839, -0.261], [2.234, 0.828, -1.984]],
  "atomic_forces_ev_per_a": [[-4.7, -3.6, -0.3], [4.0, -3.6, -4.4], [7.6, -16.4, -5.8], [-2.9, 2.9, 2.9], [-4.2, 3.3, 5.3], [0.6, -5.5, -2.1], [-4.2, -3.7, 6.8], [1.0, -1.8, -3.3], [-8.8, 11.2, -2.7], [-16.5, -4.8, 1.5], [3.8, -1.0, -4.2], [-1.6, -3.0, -1.3], [3.1, -5.5, -2.6], [9.4, 7.5, -0.5], [0.5, 1.8, 7.6], [3.2, -3.6, -2.4], [-2.2, 8.0, 7.6], [-2.0, -2.4, 5.3], [3.7, 0.6, -1.3], [5.5, 13.2, 4.9], [-9.1, -8.5, 0.5], [3.4, 2.3, -16.3], [6.8, 2.6, -7.9], [1.5, -1.4, 1.9], [-6.4, 6.2, -1.9], [-7.6, 10.5, -7.0], [-10.6, -5.5, -2.4], [-2.9, -0.2, -3.6], [2.1, -6.6, -5.8], [11.5, 6.0, 1.0], [1.3, 5.8, 8.1], [-2.6, -0.7, 2.9], [-3.4, 1.7, 1.5], [0.3, -1.0, -0.9], [0.5, 4.1, -1.9], [-0.8, -3.7, -0.8], [0.0, 0.8, 0.8], [0.6, -1.0, 3.1], [-0.6, 1.3, 0.5], [4.5, -1.5, -1.2], [0.3, 2.7, -1.0], [0.9, -2.3, 3.1], [6.2, -3.2, 3.1], [-0.5, -1.1, 1.1], [-0.2, 0.0, 0.1], [-0.3, -2.4, -0.9], [0.1, 1.1, 3.0], [8.3, -8.2, 5.9], [0.6, 1.7, 0.4], [1.1, -0.9, -3.6], [-2.6, 1.2, 11.0], [-0.7, 0.8, -1.5], [-1.3, -0.9, -0.5], [0.3, 0.5, -3.9], [0.7, -0.3, 0.2], [4.0, 3.4, 0.5], [1.3, 0.0, -0.5], [1.7, 2.9, 3.4], [-0.3, 0.0, 0.2], [-0.6, -1.0, -1.1], [-2.7, 2.8, 0.3], [0.2, -2.0, -0.8]],
  "mulliken_charge": [-0.469, -0.850, -0.322, -0.773, -0.021, 0.059, 0.270, 0.307, -0.721, -0.701, 1.873, -0.679, -0.804, -0.324, -1.357, -0.414, 0.255, -0.116, -0.668, -0.491, -0.872, -1.296, 0.448, -0.475, -0.621, -1.342, -1.129, 0.375, -0.616, 0.168, -0.454, 0.290, 0.393, -0.068, 0.402, 0.153, 0.396, 0.260, 0.504, 0.709, 0.138, 0.121, 0.562, 0.093, 0.399, 0.185, 0.219, 1.338, 0.237, 0.133, 1.033, 0.371, 0.421, 0.173, 0.497, 0.563, 0.314, 0.585, -0.138, 0.553, 0.200, 0.722]
}

***

(4)
{
  "formula": "C19H24ClMgN2O2PSSe2",
  "method": "ωB97M-V/def2-TZVPD",
  "relative_energy_ev": 0.8875,
  "lumo_energy_ev": 0.481,
  "e_tot_ha": -7201.25289,
  "max_force_ev_per_a": 4.57,
  "homo_energy_ha": -0.3006,
  "species": ["Se", "Se", "Cl", "S", "P", "Mg", "O", "O", "N", "N", "C", "C", "C", "C", "C", "C", "C", "C", "C", "C", "C", "C", "C", "C", "C", "C", "C", "C", "C", "H", "H", "H", "H", "H", "H", "H", "H", "H", "H", "H", "H", "H", "H", "H", "H", "H", "H", "H", "H", "H", "H", "H", "H"],
  "xyz": [[-1.069, 1.843, 1.762], [1.262, -0.746, 1.524], [-1.959, -2.815, 2.517], [0.068, 0.638, -2.295], [0.936, 1.166, 2.286], [-0.633, -0.053, 0.035], [-3.100, -3.150, -1.219], [-1.639, -1.744, -0.320], [-0.438, -0.062, -4.825], [-1.641, -1.276, -3.221], [2.010, 3.675, 1.610], [2.964, 4.610, 1.609], [0.718, 0.233, 6.697], [-0.753, -0.319, -3.513], [1.786, 1.482, 4.958], [0.399, -2.076, -5.900], [1.727, 1.109, 6.304], [-2.594, -2.015, -4.041], [3.582, 1.959, 2.090], [2.240, 2.341, 1.952], [0.847, 0.962, 4.096], [-2.535, -2.669, -0.235], [4.251, 4.338, 1.904], [4.575, 2.979, 2.147], [-0.187, 0.161, 4.487], [-3.924, -1.211, -4.037], [-0.318, -0.155, 5.832], [-2.843, -3.381, 1.069], [-0.428, -0.879, -6.037], [5.638, 2.746, 2.426], [3.824, 0.909, 2.191], [0.958, 4.001, 1.250], [2.773, 5.661, 1.405], [0.678, -0.242, 7.701], [1.470, -1.781, -5.614], [4.968, 5.093, 2.075], [-0.167, -0.127, -6.809], [-0.946, -0.248, 3.734], [-2.913, -2.928, -3.580], [-4.242, -1.342, -3.014], [-2.239, -2.374, -4.991], [-3.899, -3.296, 1.278], [-1.042, -0.894, 6.194], [2.557, 2.145, 4.583], [-4.630, -1.675, -4.680], [0.316, 0.594, -4.796], [0.531, -2.721, -6.720], [-1.450, -1.156, -6.168], [-2.531, -4.404, 0.842], [0.144, -2.737, -5.064], [-1.826, -1.425, -2.179], [2.505, 1.442, 7.007], [-3.779, -0.188, -4.306]],
  "atomic_forces_ev_per_a": [[0.1, 0.3, -0.7], [1.0, -1.5, -0.7], [-0.1, 0.0, -0.2], [-0.5, -0.4, -0.5], [-1.0, 0.9, 1.0], [-0.6, -0.7, -0.4], [-0.1, 0.4, 0.4], [-0.4, 0.5, 0.4], [0.6, 0.8, 1.8], [0.5, -0.1, 1.9], [-4.4, -0.9, -0.8], [0.6, 2.9, -0.5], [-0.6, -0.4, 0.9], [-0.8, -1.4, -0.8], [0.1, 0.1, 0.8], [3.5, -0.4, 2.0], [0.2, -0.2, 0.0], [-1.2, 0.7, -0.2], [0.6, 1.2, 0.4], [1.1, 0.6, -0.6], [0.6, 0.7, -1.5], [0.6, 0.0, -1.0], [0.9, -3.2, 1.2], [0.6, -0.2, 0.0], [-2.3, -1.2, 0.1], [1.4, -0.9, 0.2], [1.1, -0.7, 0.0], [0.6, 0.2, 0.0], [-1.4, 1.4, 0.4], [-1.2, 0.0, -0.5], [0.2, 0.0, 0.2], [1.7, -0.7, 1.0], [-0.6, -0.2, -0.2], [0.3, 0.8, -0.6], [-1.3, -0.2, -0.5], [0.7, 0.7, -0.2], [0.1, -0.9, 0.1], [1.3, 0.7, 1.1], [0.6, -0.5, 0.9], [-0.5, 0.5, 0.3], [0.4, 0.6, -0.5], [-0.2, -0.2, 0.0], [0.1, 0.6, -0.3], [0.0, -0.1, 0.1], [-0.8, -0.4, -0.6], [0.3, 0.5, -0.3], [-0.3, -0.5, -1.5], [-0.7, -0.1, -0.8], [-0.3, 0.0, 0.5], [-0.5, 0.3, 0.0], [0.5, 0.1, -1.5], [-0.5, -0.2, -0.3], [0.0, 0.8, -0.1]],
  "mulliken_charge": [-0.540, -0.465, -0.151, -0.598, 0.478, 0.787, -0.632, -0.693, -0.221, 0.464, -0.383, -0.367, -0.377, 0.731, -0.273, -0.959, -0.596, -0.421, -0.425, 0.598, 0.691, 0.508, -0.546, -0.371, -0.158, -1.108, -0.735, -0.485, -0.652, 0.302, 0.345, 0.136, 0.353, 0.306, 0.290, 0.441, 0.409, -0.009, 0.234, 0.319, 0.365, 0.329, 0.348, 0.342, 0.378, 0.259, 0.404, 0.274, 0.288, 0.264, -0.136, 0.361, 0.297]
}